This record from the OMol25 dataset describes C11H11N5O4 as an isolated structure. The level of theory is ωB97M-V/def2-TZVPD.

Element x y z (Å)
1 O 6.8527 1.1102 -0.3734
2 C 5.7749 0.9196 -0.3508
3 O 4.9149 1.1760 -1.3755
4 H 5.2682 1.3429 -2.1812
5 C 4.9744 0.3426 0.8061
6 O 3.5530 0.0420 0.8872
7 C 3.3404 -1.2824 0.4416
8 C 1.9254 -1.4528 -0.0437
9 O 1.5303 -2.5593 -0.3266
10 N 1.1906 -0.4390 0.2597
11 C -0.2916 -0.0956 0.1873
12 C -0.9262 1.0402 0.3272
13 C -2.1650 0.9211 0.2299
14 C -2.9671 0.1072 0.0294
15 C -2.4206 -1.2340 -0.3960
16 C -1.1120 -1.4068 -0.0550
17 H -0.5556 -2.4944 -0.3295
18 H -3.0566 -2.1187 -0.4594
19 N -4.2664 0.3169 -0.1536
20 C -5.4085 -0.6025 -0.2748
21 N -6.5550 -0.0014 -0.4300
22 N -6.3185 1.3472 0.1484
23 N -4.9609 1.5104 0.2002
24 H -5.3314 -1.6336 -0.4588
25 H -2.6558 2.2252 0.2996
26 H -0.1168 1.8070 0.6913
27 H 1.6522 0.2694 0.5310
28 H 3.9012 -1.7677 0.8913
29 H 3.8306 -1.2681 -0.5985
30 H 4.9886 1.3583 1.6854
31 H 5.5730 -0.1506 1.3788

Net charge: 0
Energy above the lowest of the compared OMol25 structures with the same formula, charge and spin in kJ/mol: 362.6
Energy in eV: -27212.4581
Molar mass in g mol⁻¹: 277.240
Orbital gap in eV: 8.88